C9H14 | ωB97M-V/def2-TZVPD

Summary:
calculated total energy	-9559.722	eV
relative energy (zero: lowest compared OMol25 entry of this formula, charge and spin)	0.460	eV
spin multiplicity	1

Structure (XYZ):
```
23
Properties=species:S:1:pos:R:3:forces:R:3
C -2.019 0.391 2.301 -1.49 0.66 -0.12
C -1.497 0.511 0.910 0.53 0.42 -0.49
C -0.625 1.532 0.548 0.26 0.36 0.20
C -0.065 1.617 -0.720 0.14 0.14 0.19
C -0.344 0.664 -1.671 -0.14 -0.61 0.16
C -1.185 -0.404 -1.323 0.45 1.72 -0.90
C -1.823 -0.388 -0.099 -0.13 -1.71 0.04
H -1.866 -0.567 2.764 0.54 -0.39 0.17
H -3.115 0.488 2.286 0.10 0.00 -0.08
H -1.695 1.212 2.938 0.36 -0.16 0.07
H -0.341 2.321 1.240 -0.14 -0.28 0.22
H 0.642 2.411 -0.903 -0.03 0.20 -0.22
H 0.068 0.702 -2.673 0.15 0.05 0.12
H -1.314 -1.088 -2.145 -0.62 -0.63 0.38
H -2.508 -1.216 0.092 0.06 0.23 0.24
C 3.816 -1.327 -0.203 -0.53 0.08 -0.72
C 2.364 -1.846 -0.195 0.30 -0.20 1.59
H 4.281 -1.349 0.776 0.06 -0.10 0.13
H 4.443 -1.878 -0.905 0.04 0.06 0.03
H 3.776 -0.287 -0.539 0.31 -0.04 0.12
H 2.255 -2.918 -0.374 0.11 0.17 -0.70
H 1.706 -1.214 -0.783 -0.09 -0.35 -0.21
H 2.018 -1.803 0.849 -0.22 0.40 -0.22
```
Forces are in eV/Å.


C6H15NO | ωB97M-V/def2-TZVPD

Summary:
calculated total energy	-10001.309	eV
relative energy (zero: lowest compared OMol25 entry of this formula, charge and spin)	2.449	eV
spin multiplicity	1

Structure (XYZ):
```
23
Properties=species:S:1:pos:R:3:forces:R:3
C -0.367 -2.533 0.211 -1.32 -1.18 -0.27
C -1.606 -1.711 -0.165 -0.44 0.94 -0.15
C -1.364 -0.244 0.137 0.64 -0.29 -0.33
C -0.880 0.178 1.300 -0.79 1.58 -0.48
N -0.724 1.594 1.565 1.22 -1.66 0.60
C 0.123 2.345 0.628 -1.07 0.61 -1.56
C 1.196 1.701 -0.246 1.26 0.05 0.32
H -0.423 -3.479 -0.359 0.39 0.23 0.45
H -0.472 -2.761 1.275 0.45 -0.11 -0.11
H 0.576 -2.033 0.031 0.07 0.16 -0.16
H -1.948 -1.815 -1.209 0.59 -0.04 0.25
H -2.500 -2.028 0.406 0.53 -0.12 -0.04
H -1.357 0.477 -0.689 -0.59 -0.22 0.28
H -0.638 -0.484 2.118 -0.26 -0.10 0.22
H -0.413 1.649 2.526 0.27 0.46 -0.15
H 0.526 3.252 1.095 -0.31 -0.28 0.06
H -0.552 2.657 -0.191 -0.22 0.50 0.74
H 2.211 1.786 0.153 -0.04 -0.21 0.33
H 1.014 0.653 -0.469 -0.35 0.15 0.15
H 1.252 2.263 -1.187 -0.18 -0.28 0.11
O 2.095 -0.196 -2.533 0.31 -0.69 -1.67
H 1.982 -0.149 -1.597 0.03 -0.33 0.83
H 2.267 -1.122 -2.801 -0.19 0.87 0.58
```
Forces are in eV/Å.


C4H6N2O | ωB97M-V/def2-TZVPD

Summary:
calculated total energy	-9269.107	eV
relative energy (zero: lowest compared OMol25 entry of this formula, charge and spin)	4.394	eV
spin multiplicity	1

Structure (XYZ):
```
13
Properties=species:S:1:pos:R:3:forces:R:3
H 0.173 -1.843 -1.557 0.03 0.08 0.00
N 0.593 -1.187 -0.900 -0.34 0.05 0.06
C -0.301 -0.614 -0.203 0.10 -0.17 -0.11
C -1.788 -0.832 -0.287 -0.03 -0.01 -0.06
N 0.125 0.257 0.843 0.05 -0.26 -0.01
C 0.456 1.725 0.437 0.20 0.09 -0.02
C 1.394 0.856 0.595 -0.17 0.13 0.00
O 2.636 0.433 0.694 -0.13 0.17 0.13
H -2.324 0.120 -0.370 0.13 -0.09 0.04
H -2.154 -1.335 0.614 0.11 0.12 -0.08
H -2.032 -1.449 -1.157 0.03 0.10 0.15
H -0.011 2.676 0.618 0.05 -0.16 -0.06
H 3.234 1.194 0.673 -0.04 -0.05 -0.03
```
Forces are in eV/Å.


C4H4N4 | ωB97M-V/def2-TZVPD

Summary:
calculated total energy	-10172.771	eV
relative energy (zero: lowest compared OMol25 entry of this formula, charge and spin)	0.066	eV
spin multiplicity	1

Structure (XYZ):
```
12
Properties=species:S:1:pos:R:3:forces:R:3
N 2.965 1.073 0.025 -1.72 -0.34 -0.11
C 1.806 0.955 -0.036 1.43 0.36 0.06
C 0.388 0.823 -0.100 0.19 0.31 0.26
C -0.440 1.979 -0.060 -1.73 1.81 0.21
N -1.204 2.869 0.013 1.74 -2.03 -0.25
C -0.190 -0.431 -0.032 -0.66 0.64 -0.33
N 0.548 -1.548 -0.108 2.58 -0.12 0.46
N -1.523 -0.612 0.053 -1.37 -0.80 -0.33
H 1.565 -1.404 0.121 -1.46 -0.23 -0.57
H 0.188 -2.351 0.358 -0.34 -0.50 0.19
H -2.176 0.172 -0.003 0.67 -0.29 0.03
H -1.928 -1.525 -0.231 0.66 1.19 0.39
```
Forces are in eV/Å.